Arrangement one

7
Properties=species:S:1:pos:R:3 method="wB97M-V/def2-TZVPD" homo_lumo_gap_ev=9.86 e_homo_ev=-8.67
C -0.662 -0.692 -0.013
C -0.629 0.610 0.005
C 0.665 -0.040 -0.258
H -1.250 -1.635 0.084
H -1.013 1.524 0.227
H 1.630 0.259 1.110
H 1.259 -0.027 -1.155


Arrangement two

7
Properties=species:S:1:pos:R:3 method="wB97M-V/def2-TZVPD" homo_lumo_gap_ev=10.33 e_homo_ev=-10.54
C 0.400 -0.409 -0.356
C -1.657 0.612 0.456
C -0.456 0.631 0.771
H 0.540 0.001 -1.251
H 0.394 1.194 1.220
H 1.007 -0.951 0.018
H -0.228 -1.077 -0.858


Which structure is most stable? arrangement one, by 105.5 kJ/mol over the runner-up.


Arrangement one

16
Properties=species:S:1:pos:R:3 method="wB97M-V/def2-TZVPD" homo_lumo_gap_ev=9.16 e_homo_ev=-8.19
C -4.282 0.943 -0.089
C -0.339 -0.442 0.390
C -3.433 0.050 -0.044
C 0.167 0.868 0.620
C 1.125 -0.379 0.573
C 2.167 -0.742 -0.476
N -1.289 -1.332 0.188
N -2.565 -1.067 -0.082
H -5.010 1.617 0.029
H 0.004 1.505 -0.363
H 0.061 1.282 1.595
H 1.500 -0.510 1.597
H 2.575 -1.674 -0.217
H 3.045 0.028 -0.363
H 1.568 -0.673 -1.434
H -3.082 -1.882 -0.488


Arrangement two

16
Properties=species:S:1:pos:R:3 method="wB97M-V/def2-TZVPD" homo_lumo_gap_ev="8.32 / 5.87" e_homo_ev="-7.81 / -6.50"
C 3.133 0.107 2.326
C 2.392 0.029 1.363
C 1.612 -0.384 0.337
C 0.737 -0.864 -0.473
C -0.742 -0.848 0.072
C -1.620 0.631 -1.561
N -1.139 1.517 0.502
N -1.209 0.466 -0.209
H 4.068 0.149 2.832
H -0.832 1.207 1.465
H 0.842 -1.044 -1.529
H -1.337 -1.626 -0.600
H -0.863 -1.183 1.145
H -0.735 0.334 -2.025
H -2.356 -0.148 -1.750
H -1.949 1.657 -1.895


Which structure is most stable? arrangement one, by 135.2 kJ/mol over the runner-up.


Arrangement one

16
Properties=species:S:1:pos:R:3 method="wB97M-V/def2-TZVPD" smiles="C=C=N[C@@]1(C)N=C1C" homo_lumo_gap_ev=8.35 e_homo_ev=-7.93
C 2.343 -0.715 -0.314
C -1.137 -0.488 1.796
C 1.018 -0.026 -0.202
C 0.010 -0.131 0.984
C -0.651 0.820 -1.481
C -1.879 1.167 -1.732
N 0.865 0.803 1.019
N 0.485 0.464 -1.418
H 2.784 -0.926 0.665
H 2.228 -1.674 -0.828
H 3.049 -0.102 -0.881
H -1.870 -1.068 1.230
H -0.829 -1.124 2.631
H -1.609 0.409 2.211
H -2.566 1.402 -0.930
H -2.242 1.189 -2.752


Arrangement two

16
Properties=species:S:1:pos:R:3 method="wB97M-V/def2-TZVPD" homo_lumo_gap_ev=8.28 e_homo_ev=-8.65
C 0.957 1.230 -2.079
C 0.242 0.441 -0.928
C -1.758 -0.683 0.792
C -0.411 -0.855 0.900
C 0.812 -0.837 1.686
C 0.402 0.247 0.613
H 0.275 0.562 -3.025
H 0.498 2.728 -2.123
H 2.451 1.315 -1.493
H -2.619 -1.302 1.327
H -0.216 -1.973 0.282
H 1.704 -1.531 1.650
H 0.841 -0.452 2.641
H -0.008 0.926 1.297
N -1.124 0.265 -1.182
N -2.046 -0.082 -0.356


Which structure is most stable? arrangement one, by 723.7 kJ/mol over the runner-up.


Arrangement one

16
Properties=species:S:1:pos:R:3 method="wB97M-V/def2-TZVPD" smiles="C1=NN=CC12CCC2" homo_lumo_gap_ev=8.62 e_homo_ev=-8.96
C 0.915 -0.790 1.377
C 0.132 0.559 1.304
C -0.180 0.149 -0.330
C 0.983 -0.818 -0.245
C -0.078 1.329 -1.377
C -1.593 -0.243 -0.651
H 1.906 -1.232 1.717
H 0.187 -1.322 1.863
H 0.341 1.730 1.497
H -0.627 0.406 1.927
H 2.022 -0.523 -0.587
H 0.696 -1.695 -0.920
H 0.535 2.019 -1.736
H -2.111 -0.823 0.212
N -1.121 1.043 -2.240
N -2.006 0.209 -1.809


Arrangement two

16
Properties=species:S:1:pos:R:3 method="wB97M-V/def2-TZVPD" homo_lumo_gap_ev=9.27 e_homo_ev=-8.46
C 1.310 -0.618 0.753
C 1.668 0.322 -0.452
C -0.047 1.661 0.042
C -1.898 -0.051 0.490
C -0.986 -0.361 -0.693
C 0.472 -0.780 -0.483
H 2.045 -1.565 0.605
H 0.937 -0.541 1.822
H 2.541 0.078 -1.139
H -0.652 2.588 0.350
H -1.598 0.194 1.429
H -2.915 -0.530 0.075
H -1.555 -0.944 -1.458
H 0.666 -2.083 -0.838
N 1.219 1.677 -0.119
N -1.206 0.956 -0.384


Which structure is most stable? arrangement one, by 62.3 kJ/mol over the runner-up.


Arrangement one

19
Properties=species:S:1:pos:R:3 method="wB97M-V/def2-TZVPD" charge=+1 homo_lumo_gap_ev=11.97 e_homo_ev=-15.06
Na 9.641 2.367 25.260
O 8.015 0.376 25.212
H 7.938 0.012 26.104
H 7.164 0.176 24.796
O 7.506 3.753 24.495
H 6.772 3.461 23.939
H 7.104 4.209 25.245
O 9.631 4.653 26.324
H 10.458 4.905 25.879
H 9.547 5.231 27.092
O 10.042 1.669 27.607
H 10.186 2.353 28.274
H 9.724 0.900 28.097
O 11.498 3.811 24.174
H 12.425 3.896 24.437
H 11.399 4.381 23.398
O 10.619 0.692 23.618
H 9.796 0.681 23.110
H 10.799 -0.243 23.787


Arrangement two

19
Properties=species:S:1:pos:R:3 method="wB97M-V/def2-TZVPD" charge=+1 homo_lumo_gap_ev=11.36 e_homo_ev=-14.58
Na 0.074 0.345 -0.095
O 1.030 2.582 0.341
H 1.358 3.200 -0.329
H 1.105 3.057 1.180
O -1.145 0.462 -2.257
H -1.364 1.185 -2.859
H -1.880 -0.165 -2.313
O 0.938 -0.695 1.778
H 1.183 -0.205 2.576
H 1.528 -1.467 1.762
O -2.219 0.309 0.959
H -2.136 1.183 1.371
H -3.112 0.304 0.586
O -0.639 -2.705 0.256
H -0.461 -2.023 0.915
H -1.512 -3.056 0.476
O 2.175 -0.510 -1.288
H 2.043 -1.007 -2.109
H 3.034 -0.795 -0.951


Which structure is most stable? arrangement one, by 7.5 kJ/mol over the runner-up.


Arrangement one

13
Properties=species:S:1:pos:R:3 method="wB97M-V/def2-TZVPD" charge=+1 homo_lumo_gap_ev=6.80 e_homo_ev=-12.36
C 2.228 -0.480 -1.715
N 0.970 -0.600 -1.764
H 2.683 0.497 -1.639
H 2.739 -1.434 -1.779
H 0.384 -1.435 -1.731
H 0.281 0.142 -1.637
C -0.946 1.407 1.509
S -0.671 -0.255 0.848
S -2.051 -1.373 1.863
H -1.329 2.208 0.884
H 0.040 1.723 1.871
H -1.490 1.384 2.450
H -2.836 -1.784 0.840


Arrangement two

13
Properties=species:S:1:pos:R:3 method="wB97M-V/def2-TZVPD" charge=+1 homo_lumo_gap_ev=6.76 e_homo_ev=-12.37
S -3.417 -0.560 3.075
S -1.683 0.327 2.197
H -4.221 0.560 2.959
H -1.918 -0.141 0.960
C 0.456 -0.605 -0.476
C 2.013 0.895 -1.619
N 1.700 -0.276 -1.209
H 0.608 -1.516 0.049
H -0.422 -0.572 -1.231
H 0.291 0.219 0.277
H 1.389 1.759 -1.275
H 2.982 0.955 -2.161
H 2.223 -1.047 -1.546


Arrangement three

13
Properties=species:S:1:pos:R:3 method="wB97M-V/def2-TZVPD" charge=+1 homo_lumo_gap_ev=7.24 e_homo_ev=-12.24
S 1.861 -0.569 -0.693
S 1.161 1.326 -1.040
H 1.878 -0.931 -1.979
H 1.437 1.747 0.173
C -2.835 -0.410 2.103
C -1.653 -0.649 0.028
N -1.623 -0.483 1.295
H -2.737 0.471 2.766
H -2.865 -1.326 2.754
H -3.704 -0.406 1.447
H -2.603 -0.948 -0.425
H -0.756 -0.588 -0.576
H -0.707 -0.390 1.727


Which structure is most stable? arrangement three, by 24.9 kJ/mol over the runner-up.


Arrangement one

12
Properties=species:S:1:pos:R:3 method="wB97M-V/def2-TZVPD" charge=+1 homo_lumo_gap_ev=8.49 e_homo_ev=-13.50
C -0.654 -0.902 -0.639
C 1.451 0.350 0.895
C -1.873 -0.351 -1.099
N 0.247 -1.612 -0.416
N 1.804 -0.773 0.713
N 1.382 -1.839 0.128
N 1.398 1.578 1.235
H -2.189 0.458 -0.434
H -2.658 -1.112 -1.069
H -1.782 0.036 -2.116
H 1.848 2.293 0.670
H 1.026 1.874 2.132


Arrangement two

12
Properties=species:S:1:pos:R:3 method="wB97M-V/def2-TZVPD" charge=+1 homo_lumo_gap_ev=8.52 e_homo_ev=-15.68
C 1.760 0.632 -0.012
C 1.431 -0.773 0.050
C -1.756 1.010 0.035
N 1.568 1.761 -0.199
N 2.303 -1.657 0.098
N -0.112 -0.770 0.006
N -0.533 0.416 0.234
H -2.274 0.683 -0.874
H -1.567 2.103 0.150
H -2.422 0.748 1.004
H 2.182 -2.690 0.113
H -0.580 -1.464 -0.603


Which structure is most stable? arrangement one, by 13.3 kJ/mol over the runner-up.


Arrangement one

13
Properties=species:S:1:pos:R:3 method="wB97M-V/def2-TZVPD" smiles="C[C@@H]1C=CP=C1" homo_lumo_gap_ev=8.78 e_homo_ev=-8.57
C 0.729 1.145 0.197
C 1.991 1.216 -0.132
C 1.319 -1.090 0.378
C 0.148 -0.212 0.525
C -1.028 -0.472 -0.461
P 2.771 -0.363 -0.140
H 0.107 1.992 0.150
H 2.491 2.123 -0.443
H 1.303 -2.224 0.554
H -0.274 -0.398 1.537
H -0.708 -0.514 -1.494
H -1.964 0.268 -0.220
H -1.464 -1.547 -0.242


Arrangement two

13
Properties=species:S:1:pos:R:3 method="wB97M-V/def2-TZVPD" homo_lumo_gap_ev="7.17 / 7.11" e_homo_ev="-8.27 / -8.26"
C -2.217 1.193 -0.542
C -1.521 0.527 0.237
C -0.410 0.046 0.948
C 0.467 -0.967 0.192
C 1.340 -0.110 -0.775
P 2.934 0.534 0.009
H -3.105 1.510 -1.090
H 0.292 0.798 1.213
H -0.830 -0.209 1.956
H 0.915 -1.634 0.866
H -0.221 -1.590 -0.433
H 1.617 -0.822 -1.530
H 0.739 0.725 -1.052


Which structure is most stable? arrangement one, by 314.9 kJ/mol over the runner-up.